65
Properties=species:S:1:pos:R:3:forces:R:3:nbo_charge:R:1 method="wB97M-V/def2-TZVPD" charge=+1 e_lumo_ev=-2.92 spin_multiplicity=1 homo_lumo_gap_ev=8.8
C 0.519523 -1.393709 2.389431 -0.610 0.300 0.230 -0.59
H 0.426517 0.417329 4.514666 0.025 0.107 -0.002 0.46
H -0.050997 -1.636704 3.291373 0.211 -0.156 -0.002 0.23
N 0.804730 0.775452 3.647319 -0.172 -0.464 0.189 -0.46
Cl -4.105144 -10.016704 1.716216 -0.078 -0.175 -0.072 0.05
H -2.325740 -0.425468 2.686503 -0.265 0.033 -0.087 0.22
H 2.396815 3.070717 0.532257 0.127 -0.013 0.183 0.23
C 2.521708 6.577383 -9.564209 -0.019 -0.017 0.032 -0.23
C -3.732877 1.854237 5.884019 -0.074 -0.013 0.053 -0.22
Cl 1.226304 -6.982034 -2.901660 0.002 0.021 -0.009 0.05
Cl -2.024382 3.694578 -6.654552 -0.016 0.036 0.032 0.04
Cl -1.375985 6.167606 -7.975687 -0.030 -0.005 -0.012 0.07
Cl 1.305103 4.976209 -2.221430 0.000 0.021 0.018 0.06
Cl 0.198363 3.118146 -4.124827 0.071 -0.125 0.046 0.09
C 6.323270 1.953257 1.048684 0.027 0.051 -0.033 -0.22
Cl 4.642155 1.417731 1.349297 0.087 -0.176 0.040 -0.01
H 2.898576 3.774739 2.122962 0.005 -0.030 -0.045 0.23
C 1.128940 -8.544169 -2.076853 0.012 0.007 -0.003 -0.23
Cl -1.275222 6.028944 -5.108421 -0.048 0.070 0.015 0.05
N 1.621687 2.092772 2.179764 0.366 0.224 0.132 -0.31
C 1.486892 0.860380 1.584489 -0.164 0.004 -0.476 -0.05
Cl -2.907616 -4.620230 0.017972 -0.013 0.024 -0.017 0.05
C 0.947862 0.025220 2.496535 0.219 -0.361 0.103 0.16
O 1.071889 4.285691 1.518691 -0.072 -0.015 0.491 -0.26
C 1.216265 2.015392 3.435955 -0.091 0.234 0.234 0.25
H -0.867080 0.560004 0.228543 0.035 -0.119 -0.019 0.21
C -1.479377 -0.220181 0.689221 -0.376 0.414 -0.020 -0.56
Cl 7.053096 2.406204 2.583644 0.003 0.004 0.008 0.08
H -1.584173 1.129248 2.369668 -0.136 0.000 0.004 0.18
Cl -6.284072 -9.897623 3.598399 -0.017 0.005 0.004 0.06
Cl 1.043384 -9.836766 -3.270351 -0.004 -0.006 -0.005 0.07
Cl 0.978567 7.131406 -10.225127 0.019 0.038 -0.061 0.06
Cl -4.928237 1.634609 4.611962 -0.002 -0.003 -0.011 0.08
Cl 3.779067 7.751317 -9.945609 0.011 0.011 -0.003 0.07
C 2.090113 3.328370 1.547517 -0.322 0.243 -0.724 0.07
C -1.999532 -5.595393 1.177120 -0.043 -0.007 -0.026 -0.22
O -0.014776 3.736679 0.773106 0.079 -0.134 -0.149 -0.43
C -2.198351 0.342634 1.920492 0.490 -0.059 0.056 -0.62
H 1.192137 2.826319 4.148890 0.049 -0.068 -0.079 0.26
Cl 7.215915 0.635062 0.312980 -0.001 -0.001 -0.002 0.09
S -0.539996 -1.729983 0.940466 0.353 -0.298 -0.223 0.26
H 1.372621 -2.066412 2.302841 -0.063 0.004 0.065 0.27
Cl 2.562422 -8.761564 -1.067416 0.015 -0.002 0.009 0.05
Cl 2.933746 5.013802 -10.268896 0.003 -0.018 -0.005 0.06
H -0.673614 3.572881 1.466193 -0.008 0.156 -0.040 0.47
H -2.201189 -0.519358 -0.076211 0.076 -0.074 0.079 0.25
Cl 6.277739 3.341477 -0.033564 -0.002 0.018 -0.012 0.07
Cl -0.278061 -5.509084 0.797531 0.041 -0.015 0.002 0.06
C -2.128158 5.463865 -6.550040 0.001 -0.012 -0.046 -0.23
Cl -2.101405 1.679568 5.162369 0.100 0.047 -0.006 -0.03
Cl -3.872495 3.459938 6.579319 0.004 0.005 -0.001 0.09
H -3.162303 0.782895 1.669247 -0.002 -0.071 0.023 0.24
Cl 3.044577 3.555178 -4.029779 0.008 -0.010 -0.002 0.08
Cl -3.822339 5.940177 -6.454920 -0.005 0.004 -0.007 0.07
Cl -2.566601 -7.264713 1.102943 0.075 0.191 0.102 0.07
Cl -4.484618 -12.149883 3.616972 0.003 -0.014 0.002 0.07
C -4.614084 -10.412263 3.364732 0.026 0.042 0.019 -0.23
Cl -0.312051 -8.570314 -1.058525 0.000 -0.069 -0.043 0.05
H 1.720540 0.649064 0.552964 0.059 0.237 0.072 0.27
Cl -3.935092 0.628600 7.125255 0.005 -0.003 0.000 0.09
Cl -2.265838 -4.973171 2.813551 -0.014 0.038 0.026 0.04
Cl 1.732998 2.146484 -1.882064 0.017 -0.158 -0.064 0.00
Cl 2.379740 6.412034 -7.808412 0.005 -0.003 0.022 0.05
Cl -3.567720 -9.564682 4.509103 0.012 0.012 0.017 0.05
C 1.565866 3.456815 -3.082606 0.006 0.095 -0.007 -0.22

---

13
Properties=species:S:1:pos:R:3:forces:R:3:nbo_charge:R:1 method="wB97M-V/def2-TZVPD" charge=+1 de_lowest_kcal_mol=126.8 e_lumo_ev="-5.64 / -5.61" spin_multiplicity=1 homo_lumo_gap_ev="8.2 / 8.3"
N 1.230948 0.357541 -0.488998 -0.337 -0.266 1.821 -0.40
H -1.908678 -0.660563 -1.210811 2.090 0.115 0.711 0.28
O -0.172650 -0.467741 1.662932 0.269 -1.007 -0.675 -0.14
C -0.897434 -0.629722 -0.631400 -0.988 -1.159 0.764 -0.12
N -0.048312 0.429491 -1.019298 1.980 -1.561 -0.199 -0.46
H 1.999283 1.041376 -0.563260 -1.394 0.566 -0.470 0.45
N -1.335468 -0.495182 0.769495 0.030 -0.561 0.121 -0.29
H 1.658472 -0.524397 -0.694478 0.087 -0.979 -0.175 0.40
H 1.355068 0.453144 2.064596 1.573 -0.681 0.844 0.37
H -0.420801 1.179876 -1.467476 -0.343 2.900 -1.256 0.42
N 0.626742 0.508952 1.392813 -1.686 1.825 -1.681 -0.07
H -1.792853 0.398270 0.967433 0.024 -0.068 -0.255 0.37
H -0.294317 -1.591046 -0.781547 -1.303 0.875 0.450 0.21

---

80
Properties=species:S:1:pos:R:3:forces:R:3:mulliken_charge:R:1 method="wB97M-V/def2-TZVPD" de_lowest_kcal_mol=19.4 smiles=OCCO.OCCO.OCCO.OCCO.OCCO.OCCO.OCCO.OCCO e_lumo_ev=-0.33 spin_multiplicity=1 homo_lumo_gap_ev=9.3
H 1.059913 2.921929 -0.230552 0.027 0.072 0.284 -0.17
H -0.216677 -2.516835 -2.141690 0.021 -0.646 0.170 0.33
H 1.027068 4.974295 1.267102 0.151 0.045 0.066 0.25
O -4.472023 4.928944 -1.550792 0.185 0.023 -0.016 -0.55
C 3.584955 -0.003882 -0.198767 0.285 0.035 -0.406 0.28
C -3.943707 -3.332872 0.748874 -1.425 0.576 -0.040 -0.36
H -4.167053 -1.575461 -0.172872 -0.158 -0.069 0.200 0.22
H 2.153092 5.045549 -0.075944 -0.037 0.347 -0.373 0.38
H 1.974107 -2.735227 -4.075110 -0.028 -0.054 -0.020 0.34
H 3.812033 -1.031865 0.089127 0.067 0.016 0.013 0.08
O -0.617636 -1.629447 1.777802 0.032 0.009 -0.315 -0.71
H 4.787772 -2.217979 2.580709 0.062 0.039 0.162 0.38
O 1.538508 -2.697920 -4.934293 -0.254 -0.080 -0.439 -0.56
H 0.273339 3.894640 -1.453634 0.134 0.197 0.025 0.46
O -0.135225 0.492538 3.535991 0.357 0.190 0.462 -0.62
C 1.096439 5.060476 0.178172 -1.215 -1.326 0.669 -0.69
H -1.487260 -4.820110 -0.191375 0.253 0.175 0.170 0.30
O 3.770505 -4.545657 1.892818 -0.018 0.425 -0.209 -0.53
H -5.040545 -3.366749 0.771906 0.045 -0.513 -0.129 0.40
O -1.911312 -4.611034 0.649795 -0.392 0.172 -0.451 -0.49
O 2.862605 -0.099496 -1.409497 -0.447 -0.409 -0.278 -0.48
H 1.433906 3.907839 3.503576 0.149 -0.066 -0.067 0.28
H -4.341717 4.599728 -0.653450 -0.145 0.175 -0.011 0.31
H -1.845032 1.579510 3.174958 -0.022 0.222 0.177 0.25
H 2.066346 -2.095656 3.340393 0.073 0.497 -0.104 0.27
C -3.316040 3.028213 -2.520638 0.335 0.785 0.088 -0.55
O 4.589991 2.152200 -0.650664 0.036 0.180 -0.661 -0.53
C 0.116471 -0.937880 0.758831 -0.628 0.200 -0.076 0.46
C -0.241569 2.942578 3.527904 0.251 -0.815 0.293 -0.47
H -3.693536 -2.992292 1.757762 0.581 -0.203 -0.059 0.30
H -0.130032 0.267177 -0.934496 -0.256 0.019 -0.175 0.16
C -3.307602 4.540589 -2.263660 0.604 -0.303 -0.027 -0.03
H -2.411358 4.821514 -1.697149 0.016 -0.261 0.077 -0.10
H -0.355757 -2.137153 -5.595444 0.149 -0.403 -0.191 0.38
H 1.900806 -4.420178 2.812510 -0.167 0.453 -0.401 0.34
C 2.884048 -2.440705 2.710689 0.264 -0.781 0.302 0.34
C -0.784269 -0.383978 -0.345948 0.682 -0.462 -0.091 -0.20
H 0.224157 -1.426740 -4.103192 -0.589 -0.011 0.094 0.16
O -2.741617 2.353475 -1.388575 -0.385 -0.214 -0.082 -0.36
H -1.328442 3.011516 -0.417636 -0.299 0.299 0.519 0.17
C 0.406376 3.795922 -0.366488 0.734 0.181 -0.538 0.34
O 0.459385 6.235929 -0.256679 0.368 0.495 -0.457 -0.59
O -1.277875 -1.399689 -1.213783 -0.359 0.007 0.225 -0.41
O 0.031637 -3.403042 -2.493600 0.012 0.269 -0.057 -0.51
H 0.602531 -0.084415 1.237073 0.057 -0.140 0.106 -0.01
H 4.152787 2.574840 0.093936 0.021 -0.196 0.166 0.29
H 2.760204 -2.150099 1.666922 -0.500 -0.142 -0.019 -0.24
H 5.415382 0.734005 0.584656 0.260 -0.209 -0.133 0.31
H -3.194508 5.103991 -3.191645 -0.668 -0.042 -0.064 0.38
C 0.171524 -2.366081 -4.671019 1.010 0.021 0.726 -0.34
C -0.761697 1.640590 2.999738 -0.478 -1.000 -0.799 0.20
C -3.340337 -4.662017 0.404073 1.216 -0.538 0.515 -0.50
H 0.895337 -1.587528 0.355845 -0.064 0.033 -0.254 0.12
C -0.486566 -3.437131 -3.809287 -0.753 0.559 -0.261 -0.32
O -0.863328 3.581657 0.223634 0.124 0.003 -0.247 -0.47
H -3.408222 1.811115 -0.961612 0.032 -0.029 -0.009 0.21
H -2.065758 -1.853987 -0.819491 0.653 0.432 -0.197 0.27
H -0.983448 3.685492 3.223686 0.319 0.363 -0.077 0.23
O -3.597829 -2.345402 -0.227272 0.480 -0.245 -0.189 -0.50
H -2.723830 2.755459 -3.394930 -0.033 0.048 -0.030 0.32
H 5.471838 0.401303 -1.184031 0.034 0.010 -0.036 0.36
H -0.186288 2.885433 4.618900 -0.206 0.087 0.057 0.46
H -0.445449 6.249963 0.065328 -0.007 -0.208 0.112 0.33
H -1.613396 0.212309 0.047421 0.131 -0.016 0.211 -0.03
H -3.491365 -5.018788 -0.615817 -0.365 0.516 -0.098 0.34
H -0.347346 -0.284796 2.992869 -0.179 0.242 0.330 0.47
H 3.488724 -5.442928 1.710204 -0.008 -0.062 0.018 0.30
H -0.646485 1.618863 1.909362 0.046 0.386 -0.020 -0.20
O 4.105944 -1.871262 3.169137 -0.058 -0.051 -0.075 -0.57
O 1.074825 3.156879 3.020774 -0.305 0.371 -0.025 -0.54
H -4.360635 2.757265 -2.670188 0.042 -0.268 -0.058 0.35
C 2.891396 -3.953702 2.857435 0.283 -0.857 0.220 -0.54
H -1.571532 -3.242876 -3.814747 0.008 0.036 0.159 0.24
H -0.373832 -4.444359 -4.209108 0.374 0.062 -0.088 0.32
H 3.261951 -4.254040 3.846311 0.033 0.505 0.114 0.30
H 2.798588 0.744871 -1.865726 0.240 0.235 0.293 0.31
H -1.037552 -2.407991 1.382875 0.103 -0.039 0.109 0.25
C 4.872676 0.788031 -0.365000 -0.635 0.241 1.025 -0.71
H -3.718955 -5.458564 1.050570 -0.316 0.291 0.135 0.29
H 2.967478 0.431205 0.596169 0.058 0.114 0.058 0.05

---

96
Properties=species:S:1:pos:R:3:forces:R:3:mulliken_charge:R:1 method="wB97M-V/def2-TZVPD" charge=+2 e_lumo_ev=-8.16 spin_multiplicity=1 homo_lumo_gap_ev=4.9
H -0.948624 0.089660 -0.961046 -0.182 -0.002 0.070 -0.15
H 0.852225 -1.677633 0.736354 0.552 -0.152 -0.208 -0.45
F 3.902860 1.688578 -3.798812 -0.310 0.033 -0.071 -0.25
H -1.998614 4.987716 -0.147932 -0.380 -0.135 -0.042 0.59
H 4.011355 1.516785 3.414684 0.215 0.286 0.133 0.38
H 2.069060 1.570850 -2.000464 -0.122 0.046 0.068 0.11
F -4.824546 3.180085 0.519586 0.164 0.370 0.093 -0.17
C 0.047523 3.057254 -4.253302 -1.385 0.977 -0.025 -0.33
H -3.246908 -1.598291 -0.641661 0.023 0.096 0.192 -0.35
H 2.811843 -0.681115 -1.749583 -0.125 -0.107 -0.106 -0.01
H -3.337286 -4.876830 1.256090 0.248 -0.301 -0.075 0.42
H -1.569217 -4.616460 1.015641 -0.331 0.160 -0.806 0.13
H -5.555406 0.019754 0.176499 -0.240 0.009 0.416 0.46
H -4.816516 -0.043309 -2.093491 -0.386 0.190 -0.007 0.31
C -0.081036 -2.995015 4.806438 0.712 0.375 0.361 -1.25
C 3.847028 -0.440872 -1.551448 0.767 0.509 0.544 -0.66
C 1.717747 2.009242 -2.927388 0.618 -0.215 0.776 0.39
C -0.298440 -0.092452 -0.100015 0.472 -0.030 -1.049 0.31
H -2.338105 1.660557 -2.409720 -0.118 0.047 0.280 -0.17
O -2.851824 -1.944327 1.932472 0.048 1.214 1.361 -0.54
H 2.212919 -1.360775 4.358123 -0.184 -0.254 0.161 0.55
H 1.936076 -2.279808 2.893202 0.037 -0.016 0.101 0.29
H -3.931467 -3.250617 -0.625494 0.007 0.058 -0.154 0.62
H -0.221025 2.351017 -2.187222 -0.281 0.372 -0.134 0.10
C 1.977912 2.519651 1.906047 -0.747 -0.424 0.881 -0.59
H -3.451380 1.554197 -3.748510 -0.162 0.131 0.169 0.46
H 2.830517 2.645288 -6.051839 0.347 0.042 0.345 0.41
H 4.997775 0.894907 2.076360 -0.006 0.226 0.402 0.29
H 5.898211 -1.368413 1.098243 0.125 0.035 0.106 0.36
F -6.519436 2.174299 -0.392747 -0.040 0.274 -0.112 -0.25
H 6.437430 -0.725218 -0.474294 0.013 0.187 -0.063 0.42
H 0.786470 -3.128481 5.456852 -0.024 0.083 0.000 0.45
C 4.397023 1.732555 2.417377 -0.676 -0.328 -0.104 -1.30
H -0.455632 4.441692 2.994882 0.033 -0.057 -0.077 0.24
O -0.795109 -1.175229 3.483591 -1.637 1.660 0.616 -0.47
C -3.068556 -2.632304 -0.358051 -0.440 -0.067 0.192 -0.54
F -6.314868 2.174264 1.739755 0.193 0.113 0.277 -0.27
C -4.366592 0.932718 -1.878632 0.843 -0.713 -0.380 -0.66
O -1.006882 0.135049 1.079178 -2.796 0.788 4.757 0.89
H -2.169280 4.784052 3.211398 -0.014 -0.249 -0.009 0.40
C 0.152618 -1.832126 3.912618 0.834 -0.199 0.077 0.74
H 3.976092 0.634165 -1.413999 -0.026 -0.324 -0.574 0.37
H 0.649800 3.559944 -6.289552 -0.280 -0.023 -0.002 0.42
H 5.004897 2.635919 2.395694 -0.035 0.091 0.235 0.35
C -1.641991 3.972085 0.025654 0.807 0.262 0.312 -0.84
H 1.709136 -3.728533 0.328585 0.422 0.089 -0.162 -0.22
O 3.663327 -1.947561 0.268790 -0.442 0.133 0.497 -0.52
H -0.489224 -2.226121 -0.276540 0.185 0.070 0.160 -0.47
H 2.757865 -4.725972 -0.769470 0.148 0.354 0.120 0.33
H -0.109518 -3.919623 4.225599 -0.485 0.036 -0.057 0.27
C 3.249220 1.883186 1.440177 0.698 0.345 0.288 0.54
H 0.102667 -4.104117 -3.253923 -0.072 0.225 0.148 0.31
O -0.453265 -5.029215 -0.941235 -0.531 0.052 0.306 -0.59
C 0.902181 3.110212 -5.343321 0.929 -0.297 1.146 -0.84
H -1.285241 5.663894 1.998633 0.225 -0.076 -0.099 0.44
C -5.626255 2.121996 0.601042 -0.415 -0.569 0.010 0.42
H -0.947964 -2.782056 5.425297 -0.277 -0.513 -0.191 0.37
H 1.620919 -4.922179 -3.120930 0.397 0.244 0.123 0.45
O -4.173418 0.471952 1.626232 2.868 0.230 3.537 -0.70
C 2.203763 2.638532 -5.165180 0.231 -0.210 -1.086 -0.24
C 0.421414 2.508358 -3.042871 1.272 -0.754 -0.378 -0.06
C 1.802992 -4.640232 -0.262515 -0.632 -0.647 0.169 -0.51
H 1.684039 -5.485995 0.417312 0.005 0.016 -0.005 0.41
H 0.890583 -1.572521 -1.097574 0.487 0.056 0.193 0.00
H 4.498564 -0.754610 -2.366570 -0.050 -0.115 -0.065 0.51
Zr -2.306105 0.353766 2.744907 0.170 -1.948 -10.791 1.73
C -1.729442 3.628417 1.470203 -0.525 0.275 -0.325 0.70
C -3.166645 1.078917 -2.805754 -0.142 -0.155 -0.849 -0.77
C 0.654215 -4.659650 -1.245924 0.729 0.059 -0.434 0.84
C 2.634719 2.105275 -3.959961 -1.104 0.461 -0.442 -0.14
H -2.040660 3.226560 -0.648332 -0.244 -0.087 0.071 -0.17
O -2.118066 2.507505 1.816786 0.126 -1.099 1.462 -0.29
C -2.480314 -4.242878 1.489103 -0.046 -0.091 1.118 -1.16
O 3.364504 1.472633 0.317040 -0.458 0.180 -0.315 -0.37
H 2.110986 3.082657 2.830307 0.054 0.256 -0.188 0.43
H 1.494883 -3.209240 -2.528600 0.270 -0.106 -0.350 0.16
H 5.532998 0.334454 0.667232 0.636 -0.261 -0.490 0.09
C 0.995361 -4.171988 -2.633296 -0.640 -0.324 0.074 -1.13
H -0.561309 4.094501 -0.161388 -0.041 -0.172 -0.067 0.42
H -2.789017 0.108877 -3.137230 0.163 -0.032 0.371 0.34
C 1.531779 -1.466258 3.511513 0.527 0.022 -0.319 -0.68
H 1.601196 -0.553115 2.924443 -0.339 -0.027 -0.083 -0.24
C -1.378062 4.685961 2.463941 -0.180 0.213 0.219 -1.36
H -2.233143 -4.322814 2.551378 -0.544 0.193 0.079 0.30
C 5.665123 -0.683075 0.289716 -0.686 0.082 -0.014 -1.14
H 0.520263 0.637795 -0.183296 -0.121 0.108 0.262 -0.35
H 1.329465 1.674056 2.183264 -0.004 -0.030 0.005 -0.12
C -2.847083 -2.846025 1.109483 1.194 -0.304 -1.046 0.88
H -5.100463 1.716357 -2.044758 0.099 0.094 0.266 0.56
C 4.310630 -1.065643 -0.260730 0.320 -0.988 -0.816 0.81
H 1.408760 3.060952 1.155220 0.397 0.169 -0.228 0.20
H -2.224628 -3.050504 -0.910552 -0.069 -0.109 0.036 0.16
C 0.314058 -1.486791 -0.184326 -1.432 0.185 0.267 0.73
O -3.854485 0.868526 -0.531810 -0.589 0.793 0.134 0.15
H -0.920971 3.554136 -4.310169 0.015 -0.330 -0.199 0.37
C -4.848976 0.804230 0.478513 1.371 -0.737 -0.988 -0.08